Density functional theory data (ωB97M-V/def2-TZVPD) for C19H28MnNP2 as an isolated structure.

Results
Spin multiplicity ... 4
Charge ... +3
HOMO-LUMO gap (spin up / spin down) ... 5.95 / 7.71 eV
HOMO energy (spin up / spin down) ... -18.80 / -18.80 eV
Energy above the lowest of the compared OMol25 structures with the same formula, charge and spin ... 0.000 eV

Positions of all 51 atoms, in Å:
Mn  0.153759  0.029353  0.098380
C  -3.127677  1.358413  -0.583925
P  -1.903065  0.158829  -1.164085
C  -1.551842  0.382643  -2.932497
C  -2.753366  -1.427058  -1.106937
C  -4.045263  -1.553054  -1.610825
C  -4.653576  -2.800407  -1.620645
C  -3.980150  -3.916872  -1.137036
C  -2.692544  -3.796128  -0.635943
C  -2.080402  -2.543617  -0.622482
P  -0.403873  -2.333116  -0.032032
C  -0.285562  -3.313021  1.481704
C  0.726606  -3.085736  -1.234895
H  -3.913667  1.424739  -1.338133
H  -2.716686  2.347371  -0.413805
H  -3.561660  0.986671  0.344255
H  -2.502405  0.279532  -3.460002
H  -0.891563  -0.418835  -3.265798
H  -1.100484  1.335457  -3.188897
H  -4.589319  -0.699032  -1.996150
H  -5.659800  -2.901435  -2.006268
H  -4.461707  -4.885556  -1.145409
H  -2.190413  -4.680555  -0.264098
H  -0.630939  -4.316709  1.221922
H  -0.937825  -2.912458  2.258134
H  0.729455  -3.398526  1.851871
H  0.284015  -4.042684  -1.521227
H  1.709413  -3.270373  -0.799822
H  0.831343  -2.475635  -2.131653
C  2.719048  -0.323808  -0.104500
N  1.807933  -0.346533  1.077530
C  2.263269  -1.280789  2.139109
C  1.594387  1.018197  1.652164
C  1.060506  2.078975  0.648286
C  1.612897  3.353697  0.792056
C  1.182523  4.414162  0.017840
C  0.198221  4.229040  -0.947644
C  -0.369549  2.976902  -1.129982
C  0.082793  1.925147  -0.352487
H  3.556792  0.359805  0.047131
H  2.206759  0.021197  -1.007602
H  3.098328  -1.323002  -0.290584
H  3.155523  -0.867429  2.611636
H  2.521628  -2.236611  1.695758
H  1.485887  -1.402014  2.888673
H  2.548180  1.388994  2.028353
H  0.935760  0.920995  2.517205
H  2.380077  3.501176  1.545939
H  1.617913  5.393746  0.168160
H  -0.131166  5.054611  -1.565659
H  -1.126112  2.863412  -1.889458

Cartesian forces (eV/Å) of the 3 atoms listed first:
-0.46 0.07 -0.26
0.03 -0.01 0.01
-0.25 -0.01 -0.22